# C37H57As3BrNO2Zr

A molecular structure, C37H57As3BrNO2Zr (ωB97M-V/def2-TZVPD, OMol25).

```
! RIJCOSX wB97M-V def2-TZVPD def2/J DEFGRID3
* xyz 2 1
Zr -0.162 -0.735 0.040
C 3.256 0.049 -2.677
C 1.852 -0.438 -3.023
C 1.738 -0.699 -4.533
C 1.416 -1.689 -2.292
C 0.048 -2.018 -2.187
C -0.372 -3.264 -1.684
C 0.559 -4.215 -1.285
C 0.146 -5.572 -0.788
C 1.912 -3.881 -1.401
C 2.332 -2.650 -1.875
H 3.450 0.986 -3.200
H 4.015 -0.663 -3.012
H 3.387 0.221 -1.608
H 1.146 0.352 -2.774
H 2.394 -1.525 -4.820
H 2.045 0.185 -5.095
H 0.720 -0.960 -4.830
H -0.676 -1.404 -2.711
H -1.425 -3.519 -1.708
H 0.104 -5.586 0.306
H 0.864 -6.332 -1.097
H -0.836 -5.854 -1.164
H 2.658 -4.620 -1.124
H 3.395 -2.451 -1.957
C 1.566 1.837 2.547
As -0.114 1.688 1.586
C -1.331 2.032 3.048
C 0.011 3.413 0.683
C -1.109 3.846 -0.269
C -2.483 3.655 0.391
C -1.058 3.096 -1.604
As -1.415 1.180 -1.706
C -3.354 1.073 -1.537
C -1.343 1.071 -3.642
C -0.956 5.354 -0.574
As 0.673 6.286 -1.256
C 1.749 6.332 0.383
C 1.746 4.930 -2.194
H 1.487 2.695 3.208
H 2.382 1.984 1.844
H 1.764 0.944 3.140
H -1.278 3.090 3.285
H -1.000 1.445 3.898
H -2.351 1.751 2.802
H 0.968 3.394 0.165
H 0.101 4.132 1.495
H -2.673 2.611 0.646
H -3.284 3.988 -0.273
H -2.554 4.236 1.313
H -0.088 3.218 -2.073
H -1.799 3.516 -2.283
H -3.782 1.945 -2.024
H -3.680 1.039 -0.501
H -3.688 0.174 -2.048
H -2.101 1.755 -4.010
H -1.567 0.068 -3.995
H -0.367 1.374 -4.011
H -1.166 5.909 0.346
H -1.744 5.642 -1.274
H 1.170 6.789 1.187
H 2.613 6.969 0.193
H 2.106 5.351 0.699
H 1.283 4.655 -3.142
H 1.966 4.036 -1.606
H 2.692 5.423 -2.423
Br 6.816 0.492 2.342
C 5.440 -0.785 2.379
C 5.587 -1.944 3.136
C 4.574 -2.898 3.161
C 3.412 -2.695 2.439
C 3.276 -1.523 1.694
C 4.289 -0.563 1.654
C 2.054 -1.283 0.961
O 1.103 -2.142 0.902
O 1.827 -0.170 0.336
H 6.495 -2.097 3.705
H 4.702 -3.799 3.748
H 2.612 -3.424 2.447
H 4.178 0.334 1.058
C -2.956 -4.220 0.752
N -3.628 -3.211 -0.055
C -5.070 -3.451 -0.098
C -3.260 -1.841 0.232
C -2.747 -1.569 1.628
C -3.534 -1.805 2.753
C -2.958 -1.783 4.014
C -1.593 -1.511 4.170
C -0.841 -1.190 3.061
C -1.405 -1.212 1.769
H -3.051 -5.189 0.261
H -3.377 -4.309 1.762
H -1.899 -3.988 0.860
H -5.257 -4.448 -0.500
H -5.553 -2.731 -0.758
H -5.541 -3.397 0.893
H -4.113 -1.212 -0.020
H -2.456 -1.535 -0.479
H -4.585 -2.053 2.642
H -3.566 -1.999 4.885
H -1.142 -1.533 5.155
H 0.207 -0.957 3.196
*
```

**Largest force on an atom**: 1.167 eV Å⁻¹
**Relative energy (zero: lowest compared OMol25 entry of this formula, charge and spin)**: 22.6 kcal/mol
**HOMO energy**: -12.7795 eV

These are the Löwdin partial charges, in e, on atoms 1 to 6: Zr 1.52; C -0.05; C -0.39; C -0.04; C -0.24; C -0.18